Computed, not measured: a 2-piece molecular cluster, C17H14ClNO3 overall in a non-equilibrium geometry, with ωB97M-V with the def2-TZVPD basis set.

LUMO level in eV: -3.3672
Relative energy (zero: lowest compared OMol25 entry of this formula, charge and spin) in kJ/mol: 695.0
HOMO-LUMO gap in eV: 2.7397

Geometry (Å):
O (-0.44, -2.21, -0.61)
C (0.79, -2.21, -0.62)
C (1.54, -3.43, -0.62)
C (2.91, -3.41, -0.63)
C (3.60, -2.21, -0.63)
N (5.05, -2.20, -0.63)
O (5.64, -1.12, -0.64)
O (5.64, -3.29, -0.63)
C (2.90, -1.00, -0.63)
C (1.54, -0.99, -0.62)
H (1.00, -4.36, -0.62)
H (3.48, -4.32, -0.63)
H (3.47, -0.09, -0.63)
H (0.98, -0.07, -0.61)
Cl (1.13, 2.30, 4.57)
C (0.22, 2.00, 3.15)
C (0.47, 2.74, 1.99)
C (-0.26, 2.53, 0.85)
C (-1.29, 1.55, 0.82)
C (-2.09, 1.33, -0.33)
C (-3.16, 0.27, -0.44)
C (-3.80, 0.50, -1.83)
C (-3.04, 1.65, -2.40)
C (-2.09, 2.08, -1.54)
C (-1.50, 0.80, 2.01)
C (-0.77, 1.03, 3.14)
H (1.25, 3.49, 2.02)
H (-0.06, 3.11, -0.03)
H (-2.71, -0.72, -0.36)
H (-3.89, 0.38, 0.37)
H (-3.71, -0.38, -2.47)
H (-4.87, 0.74, -1.75)
H (-3.25, 2.10, -3.36)
H (-1.44, 2.91, -1.74)
H (-2.27, 0.04, 2.02)
H (-0.95, 0.47, 4.05)

---

Computed, not measured: C36H24BrCoF8GeN2OS as an isolated structure in a non-equilibrium geometry, with ωB97M-V with the def2-TZVPD basis set.

Net charge: +1
LUMO level (alpha / beta) in eV: -4.7702 / -4.7745
⟨S²⟩: 0.97
Relative energy (zero: lowest compared OMol25 entry of this formula, charge and spin) in kJ/mol: 211.3
HOMO-LUMO gap (alpha / beta) in eV: 5.4881 / 5.4877
2S+1: 2

Geometry (Å):
Co (-0.21, 0.48, 1.76)
C (2.87, -3.98, 1.12)
C (1.50, -3.35, 1.22)
C (0.35, -4.10, 1.44)
C (-0.89, -3.49, 1.52)
C (-0.93, -2.13, 1.36)
Br (-2.53, -1.13, 1.55)
N (0.15, -1.38, 1.14)
C (1.34, -1.99, 1.09)
H (2.84, -5.02, 1.43)
H (3.59, -3.45, 1.75)
H (3.24, -3.94, 0.09)
H (0.42, -5.17, 1.58)
H (-1.80, -4.05, 1.71)
H (2.19, -1.32, 0.95)
F (-1.22, 6.29, 0.07)
C (-1.73, 5.05, 0.07)
F (-3.06, 5.17, 0.11)
F (-1.41, 4.50, -1.10)
C (-1.23, 4.27, 1.26)
C (-1.12, 4.96, 2.46)
C (-0.78, 4.30, 3.63)
C (-0.61, 2.94, 3.57)
N (-0.72, 2.27, 2.43)
C (-0.97, 2.90, 1.27)
S (-0.82, 1.80, -0.09)
H (-1.30, 6.03, 2.47)
H (-0.66, 4.83, 4.56)
H (-0.39, 2.35, 4.46)
F (2.35, -0.52, 7.77)
C (2.14, -0.21, 6.49)
C (1.00, -0.62, 5.84)
F (0.08, -1.34, 6.48)
C (0.82, -0.28, 4.52)
F (-0.35, -0.65, 3.90)
C (1.74, 0.45, 3.76)
O (1.55, 0.72, 2.49)
C (2.87, 0.86, 4.46)
F (3.79, 1.59, 3.83)
C (3.06, 0.55, 5.79)
F (4.16, 0.99, 6.42)
C (3.75, 0.74, -3.85)
C (3.60, -0.13, -2.77)
C (2.33, -0.40, -2.28)
C (1.21, 0.18, -2.88)
C (1.36, 1.06, -3.95)
C (2.64, 1.32, -4.44)
Ge (-0.55, -0.18, -2.28)
C (-1.87, 0.85, -3.14)
C (-1.77, 2.25, -3.20)
C (-2.77, 3.00, -3.78)
C (-3.90, 2.37, -4.31)
C (-4.01, 0.99, -4.26)
C (-3.01, 0.22, -3.68)
C (-0.99, -2.03, -2.25)
C (0.00, -2.97, -2.57)
C (-0.32, -4.32, -2.56)
C (-1.60, -4.74, -2.21)
C (-2.57, -3.81, -1.86)
C (-2.27, -2.45, -1.87)
H (4.74, 0.96, -4.23)
H (4.47, -0.58, -2.31)
H (2.22, -1.07, -1.43)
H (0.51, 1.53, -4.43)
H (2.76, 1.99, -5.28)
H (-0.90, 2.75, -2.79)
H (-2.69, 4.08, -3.81)
H (-4.68, 2.96, -4.77)
H (-4.89, 0.50, -4.68)
H (-3.10, -0.85, -3.69)
H (0.99, -2.66, -2.86)
H (0.43, -5.05, -2.84)
H (-1.84, -5.79, -2.20)
H (-3.57, -4.13, -1.58)
H (-3.03, -1.74, -1.59)